# 1
{"formula": "C6H8", "method": "wB97M-V/def2-TZVPD", "e_above_lowest_ev": 6.081, "e_homo_ev": [-7.8, -7.8], "homo_lumo_gap_ev": [7.57, 8.53], "multiplicity": 1, "smiles": "C=C=C(C)C=C", "total_charge": 0, "energy_ev": -6344.703, "symbols": ["C", "C", "C", "C", "C", "C", "H", "H", "H", "H", "H", "H", "H", "H"], "coordinates": [[-1.715, -0.242, -0.065], [-3.115, -0.522, -0.021], [2.193, -1.093, 0.152], [0.820, -1.045, 0.157], [0.080, 0.073, 0.007], [0.399, 1.456, -0.063], [-3.447, -0.941, -0.987], [-3.769, -0.423, 0.849], [2.639, -1.989, 0.338], [2.879, -0.292, -0.211], [0.086, -1.776, 0.427], [0.740, 2.003, 0.871], [-0.568, 2.035, -0.490], [1.162, 1.470, -0.878]], "mulliken_charge": [-0.300, -0.705, -0.970, -0.138, 0.711, -0.889, 0.214, 0.271, 0.345, 0.232, 0.395, 0.236, 0.293, 0.304]}



# 2
{"formula": "C6H8", "method": "wB97M-V/def2-TZVPD", "e_above_lowest_ev": 4.325, "e_homo_ev": -9.0, "homo_lumo_gap_ev": 10.22, "multiplicity": 1, "smiles": "C1=CC1.C=C=C", "total_charge": 0, "energy_ev": -6346.459, "symbols": ["C", "C", "C", "C", "C", "C", "H", "H", "H", "H", "H", "H", "H", "H"], "coordinates": [[-1.118, -0.742, -1.452], [-1.601, -0.047, -0.466], [-1.671, 0.576, 0.683], [0.857, -0.028, 1.071], [1.523, 0.710, -0.044], [1.393, -0.769, 0.156], [-1.579, -1.054, -2.380], [-1.388, 1.621, 0.775], [-2.000, 0.059, 1.580], [0.497, 0.046, 2.080], [2.483, 1.184, 0.164], [0.932, 1.226, -0.810], [-0.077, -1.034, -1.248], [1.750, -1.748, -0.110]], "mulliken_charge": [-0.673, 0.380, -0.704, -0.253, -0.447, -0.560, 0.274, 0.330, 0.307, 0.399, 0.232, 0.201, 0.073, 0.441]}



# 3
{"formula": "C6H8", "method": "wB97M-V/def2-TZVPD", "e_above_lowest_ev": 2.938, "e_homo_ev": -9.1, "homo_lumo_gap_ev": 10.17, "multiplicity": 1, "smiles": "C=C=C1C[C@H]1C", "total_charge": 0, "energy_ev": -6347.846, "symbols": ["C", "C", "C", "C", "C", "C", "H", "H", "H", "H", "H", "H", "H", "H"], "coordinates": [[0.461, -0.356, -0.081], [1.666, 0.001, -0.089], [2.919, 0.329, 0.000], [-0.583, -1.330, 0.227], [-0.881, -0.081, -0.505], [-1.844, 1.015, 0.130], [3.318, 0.703, 0.877], [3.713, -0.181, -0.529], [-0.558, -2.264, -0.338], [-0.966, -1.511, 1.175], [-0.949, -0.151, -1.585], [-3.005, 0.843, -0.177], [-1.721, 2.043, -0.290], [-1.569, 0.941, 1.185]], "mulliken_charge": [0.491, 0.463, -1.286, -0.702, -0.051, -1.052, 0.284, 0.253, 0.209, 0.255, 0.299, 0.245, 0.292, 0.300]}



# 4
{"formula": "C6H8", "method": "wB97M-V/def2-TZVPD", "e_above_lowest_ev": 3.746, "e_homo_ev": -8.4, "homo_lumo_gap_ev": 8.97, "multiplicity": 1, "total_charge": 0, "energy_ev": -6347.037, "symbols": ["C", "C", "C", "C", "C", "C", "H", "H", "H", "H", "H", "H", "H", "H"], "coordinates": [[0.724, -1.033, 1.338], [-0.370, 1.737, 0.015], [0.292, -0.625, 0.060], [0.939, -1.437, 2.573], [-0.282, 0.568, -0.652], [-0.556, 0.256, -2.207], [-0.283, -1.408, 3.237], [1.986, -1.729, 2.943], [-0.814, 2.685, -0.221], [0.128, 1.909, 0.989], [-0.096, -1.554, -0.434], [-0.872, -0.754, -2.300], [0.438, 0.428, -2.647], [-1.234, 0.958, -2.693]], "mulliken_charge": [0.060, -0.861, -0.316, -0.744, 0.871, -1.138, 0.201, 0.255, 0.305, 0.232, 0.168, 0.350, 0.262, 0.355]}



# 5
{"formula": "C6H8", "method": "wB97M-V/def2-TZVPD", "e_above_lowest_ev": 4.986, "e_homo_ev": -8.7, "homo_lumo_gap_ev": 9.21, "multiplicity": 1, "total_charge": 0, "energy_ev": -6345.798, "symbols": ["C", "C", "C", "C", "C", "C", "H", "H", "H", "H", "H", "H", "H", "H"], "coordinates": [[-1.236, -0.162, 0.819], [-2.401, -0.822, 0.919], [0.652, -0.654, -2.422], [0.731, -0.283, -1.129], [-0.045, 0.312, 0.713], [0.976, 1.263, 1.363], [-3.258, -0.477, 0.593], [-2.360, -1.747, 1.444], [-0.257, -0.803, -3.037], [1.528, -0.952, -2.944], [1.726, -0.084, -0.717], [0.753, 2.374, 1.201], [2.020, 1.043, 0.810], [1.170, 0.994, 2.387]], "mulliken_charge": [0.209, -0.971, -0.681, -0.008, 0.374, -0.818, 0.335, 0.236, 0.250, 0.275, 0.044, 0.239, 0.222, 0.295]}



# 6
{"formula": "C6H8", "method": "wB97M-V/def2-TZVPD", "e_above_lowest_ev": 4.987, "e_homo_ev": [-8.4, -8.5], "homo_lumo_gap_ev": [8.07, 8.09], "multiplicity": 1, "total_charge": 0, "energy_ev": -6345.797, "symbols": ["C", "C", "C", "C", "C", "C", "H", "H", "H", "H", "H", "H", "H", "H"], "coordinates": [[-0.460, 1.019, 0.676], [-0.242, -0.485, 0.901], [-0.218, -1.272, -0.393], [-0.962, -1.105, -1.650], [0.724, 1.043, -0.333], [0.984, -0.429, 0.000], [-0.174, 1.572, 1.575], [-1.440, 1.393, 0.355], [-0.348, -0.969, 1.872], [0.074, -2.335, -0.338], [0.480, 1.253, -1.381], [-1.911, -0.526, -1.414], [1.530, 1.719, -0.035], [1.962, -0.879, 0.164]], "mulliken_charge": [-0.597, -0.303, -0.125, -0.520, -0.720, -0.143, 0.279, 0.283, 0.347, 0.387, 0.283, 0.171, 0.286, 0.372]}



# 7
{"formula": "C6H8BFNO8P", "method": "wB97M-V/def2-TZVPD", "e_homo_ev": -9.5, "homo_lumo_gap_ev": 7.98, "multiplicity": 1, "total_charge": 0, "energy_ev": -36908.914, "symbols": ["C", "C", "N", "P", "F", "H", "H", "H", "H", "H", "H", "H", "H", "B", "O", "C", "O", "C", "O", "O", "O", "C", "O", "C", "O", "O"], "coordinates": [[3.175, -1.895, -1.715], [2.682, -0.578, -2.387], [1.301, -0.151, -2.023], [0.183, -1.361, -2.061], [-0.147, -1.986, -0.640], [4.219, -2.052, -2.075], [2.620, -2.804, -2.022], [3.266, -1.809, -0.612], [2.855, -0.599, -3.484], [3.355, 0.223, -2.011], [1.274, 0.391, -1.137], [0.668, -2.390, -2.896], [-1.019, -0.899, -2.651], [-1.881, 1.223, 1.987], [-3.106, 0.663, 1.393], [-4.149, 1.305, 1.928], [-5.293, 1.090, 1.659], [-3.639, 2.324, 2.904], [-4.305, 3.072, 3.558], [-2.304, 2.267, 2.930], [-1.094, 0.173, 2.670], [0.096, 0.124, 2.094], [0.985, -0.623, 2.399], [0.149, 1.148, 0.996], [1.098, 1.359, 0.266], [-0.992, 1.784, 0.932]], "mulliken_charge": [-0.957, -0.516, -0.129, 0.422, -0.157, 0.338, 0.358, 0.294, 0.304, 0.333, 0.406, 0.168, 0.189, 1.142, -0.487, 0.581, -0.579, 0.573, -0.564, -0.509, -0.513, 0.637, -0.611, 0.615, -0.805, -0.536]}



# 8
{"formula": "C6H8BiLiO6", "method": "wB97M-V/def2-TZVPD", "e_above_lowest_ev": 0.000, "e_homo_ev": -17.6, "homo_lumo_gap_ev": 8.94, "multiplicity": 1, "total_charge": 2, "energy_ev": -24660.692, "symbols": ["Bi", "O", "O", "C", "C", "O", "C", "H", "H", "H", "H", "Li", "O", "O", "C", "C", "O", "C", "H", "H", "H", "H"], "coordinates": [[0.145, 2.512, -0.156], [-1.742, 2.052, 0.439], [-1.777, -0.100, -0.160], [2.324, 0.715, -1.100], [1.347, 1.702, -1.704], [-2.049, 0.514, 2.057], [-1.912, 0.927, 0.923], [2.875, 0.109, -1.832], [3.055, 1.206, -0.443], [0.790, 1.220, -2.524], [1.961, 2.493, -2.169], [-0.251, 0.236, 2.889], [0.888, 1.097, 1.240], [1.690, -0.343, -0.290], [-1.983, -1.382, 0.074], [-0.803, -2.273, 0.173], [0.426, -1.049, 1.376], [1.046, -0.079, 0.803], [-3.012, -1.719, -0.089], [-1.051, -3.334, 0.041], [-0.126, -2.164, -0.681], [-1.841, -2.341, 1.133]], "mulliken_charge": [1.340, -0.594, -0.273, -0.509, -0.968, -0.695, 1.048, 0.348, 0.386, 0.399, 0.463, 0.907, -0.818, -0.285, 0.071, -0.830, -0.767, 1.078, 0.551, 0.431, 0.400, 0.316]}



# 9
{"formula": "C6H8Br2O2", "method": "wB97M-V/def2-TZVPD", "e_above_lowest_ev": 1.634, "e_homo_ev": -9.4, "homo_lumo_gap_ev": 9.72, "multiplicity": 1, "total_charge": 0, "energy_ev": -150528.510, "symbols": ["C", "C", "C", "C", "C", "C", "O", "O", "Br", "Br", "H", "H", "H", "H", "H", "H", "H", "H"], "coordinates": [[1.003, -0.168, 0.371], [2.160, -0.097, -0.113], [0.323, -1.425, 0.143], [-1.158, -1.195, 0.119], [-0.225, 0.930, 0.745], [-1.228, 0.296, -0.329], [0.175, 2.192, 0.275], [-2.466, 0.887, -0.044], [3.275, -1.611, -0.589], [3.055, 1.490, -0.825], [0.607, -1.507, -0.856], [0.514, -2.306, 0.687], [-1.586, -1.930, -0.548], [-1.675, -1.167, 1.034], [-0.740, 1.111, 1.666], [-0.755, 0.630, -1.313], [0.929, 2.078, -0.293], [-2.209, 1.791, -0.130]], "mulliken_charge": [0.375, -0.114, -0.864, -0.887, -0.105, 0.138, -0.419, -0.547, -0.137, -0.248, 0.487, 0.393, 0.362, 0.370, 0.413, 0.246, 0.181, 0.356]}



# 10
{"formula": "C6H8BrNO", "method": "wB97M-V/def2-TZVPD", "e_above_lowest_ev": 4.952, "e_homo_ev": [-9.1, -7.4], "homo_lumo_gap_ev": [8.91, 5.88], "multiplicity": 1, "total_charge": 0, "energy_ev": -79925.178, "symbols": ["C", "C", "C", "C", "C", "C", "N", "O", "Br", "H", "H", "H", "H", "H", "H", "H", "H"], "coordinates": [[2.366, 1.159, -0.445], [2.983, -0.025, -0.484], [0.248, -1.042, -0.402], [1.434, 1.471, 0.732], [-0.045, 1.238, 0.361], [-1.393, -2.804, -0.363], [-0.379, -0.027, -0.121], [-0.063, -2.212, -0.717], [3.759, -0.442, -2.223], [2.343, 1.886, -1.234], [1.714, 0.788, 1.588], [1.522, 2.498, 1.093], [-0.684, 1.428, 1.206], [-0.003, 1.889, -0.536], [-2.123, -2.928, -1.170], [-1.919, -2.051, 0.262], [-1.292, -3.838, 0.140]], "mulliken_charge": [-0.270, -0.080, 0.386, -0.682, -0.494, -0.624, -0.304, -0.291, -0.158, 0.346, 0.323, 0.365, 0.354, 0.318, 0.271, 0.304, 0.234]}



# 11
{"formula": "C6H8Cl2F3NO6PS", "method": "wB97M-V/def2-TZVPD", "e_homo_ev": -5.2, "homo_lumo_gap_ev": 7.22, "multiplicity": 1, "total_charge": -1, "energy_ev": -73445.938, "symbols": ["C", "C", "Cl", "C", "Cl", "P", "C", "O", "O", "S", "O", "O", "C", "F", "F", "F", "H", "H", "H", "H", "H", "C", "N", "O", "O", "H", "H", "H"], "coordinates": [[0.837, 0.416, 0.411], [-0.161, -0.667, 0.007], [0.626, -2.241, 0.543], [-0.402, -0.691, -1.561], [-0.327, -2.385, -2.246], [-2.120, -0.097, -2.070], [-2.285, 1.715, -1.458], [-1.483, 2.164, -0.616], [-3.235, 2.292, -1.986], [-3.609, -1.285, -1.081], [-4.846, -1.032, -1.767], [-3.319, -2.697, -1.110], [-3.910, -0.861, 0.724], [-3.346, 0.274, 1.116], [-5.232, -0.708, 0.882], [-3.532, -1.854, 1.522], [0.367, 1.395, 0.539], [1.220, 0.135, 1.393], [1.717, 0.474, -0.258], [-1.103, -0.616, 0.544], [0.372, -0.161, -2.114], [5.406, 1.164, 1.388], [4.075, 0.598, 1.028], [3.605, -0.226, 1.779], [3.578, 1.018, -0.003], [5.735, 0.709, 2.316], [6.089, 0.930, 0.577], [5.286, 2.237, 1.501]], "mulliken_charge": [-1.592, 0.801, -0.224, -0.344, -0.157, -0.039, 0.617, -0.617, -0.661, 1.037, -0.657, -0.613, 0.657, -0.200, -0.259, -0.228, 0.311, 0.382, 0.520, -0.161, 0.477, -0.760, 0.871, -0.501, -0.539, 0.306, 0.285, 0.289]}



# 12
{"formula": "C6H8Cl2N2O", "method": "wB97M-V/def2-TZVPD", "e_above_lowest_ev": 3.742, "e_homo_ev": [-8.2, -7.9], "homo_lumo_gap_ev": [6.97, 6.27], "multiplicity": 1, "total_charge": 0, "energy_ev": -36418.784, "symbols": ["C", "C", "C", "C", "C", "C", "N", "N", "O", "Cl", "Cl", "H", "H", "H", "H", "H", "H", "H", "H"], "coordinates": [[0.425, 1.063, 1.147], [0.199, 1.555, -1.185], [0.807, 0.833, 2.372], [-0.392, -0.729, -0.519], [-1.609, -1.542, -0.263], [0.946, -1.354, -0.305], [0.486, 1.828, 0.131], [-0.516, 0.358, -1.297], [0.431, 2.277, -2.115], [0.806, 3.735, 0.337], [-1.615, 0.346, -2.710], [1.570, 1.435, 2.846], [0.400, 0.023, 2.952], [-1.387, -2.383, 0.390], [-2.012, -1.926, -1.203], [-2.388, -0.929, 0.189], [1.084, -1.648, 0.736], [1.751, -0.682, -0.589], [1.014, -2.260, -0.912]], "mulliken_charge": [0.490, 0.504, -0.863, 0.702, -1.554, -1.206, -0.171, 0.048, -0.557, -0.153, -0.046, 0.272, 0.285, 0.375, 0.431, 0.335, 0.334, 0.364, 0.408]}



# 13
{"formula": "C6H8Cl2Si", "method": "wB97M-V/def2-TZVPD", "e_above_lowest_ev": 7.575, "e_homo_ev": [-8.7, -8.3], "homo_lumo_gap_ev": [7.45, 7.18], "multiplicity": 1, "total_charge": 0, "energy_ev": -39267.762, "symbols": ["C", "C", "C", "C", "C", "C", "Si", "Cl", "Cl", "H", "H", "H", "H", "H", "H", "H", "H"], "coordinates": [[-0.536, -2.225, -0.842], [-1.819, -2.507, -0.543], [-1.322, -0.302, -0.062], [-0.147, -0.926, -0.416], [-2.449, -1.242, -0.064], [1.576, 2.323, 0.826], [2.892, 1.297, -0.106], [1.688, 4.120, 0.410], [1.922, 2.196, 2.558], [0.272, -2.884, -1.075], [-2.397, -3.385, -0.799], [-1.364, 0.779, -0.031], [-3.322, -1.066, -0.670], [-2.781, -1.454, 0.940], [0.517, 2.165, 0.511], [3.071, 1.930, -1.314], [4.200, 1.182, 0.678]], "mulliken_charge": [-0.470, -0.479, -0.401, 0.036, -0.431, 0.253, 0.332, -0.196, -0.159, 0.387, 0.396, 0.361, 0.312, 0.240, -0.037, -0.083, -0.062]}



# 14
{"formula": "C6H8ClN", "method": "wB97M-V/def2-TZVPD", "e_above_lowest_ev": 4.198, "e_homo_ev": -7.9, "homo_lumo_gap_ev": 8.71, "multiplicity": 1, "smiles": "C=C=C(C)N.C#CCl", "total_charge": 0, "energy_ev": -20359.391, "symbols": ["C", "C", "C", "C", "C", "C", "N", "Cl", "H", "H", "H", "H", "H", "H", "H", "H"], "coordinates": [[-0.102, -2.554, -0.584], [2.072, 1.201, -1.198], [-0.455, -1.278, -0.546], [2.859, 0.611, -0.507], [-0.635, -0.114, 0.015], [-0.110, 0.222, 1.368], [-1.171, 0.992, -0.670], [3.926, -0.273, 0.411], [0.817, -2.970, -1.213], [-0.908, -3.229, -0.283], [1.465, 1.816, -1.799], [-1.497, 1.641, -0.065], [0.439, 1.140, 1.415], [-0.992, 0.168, 2.015], [0.673, -0.622, 1.588], [-1.682, 0.748, -1.505]], "mulliken_charge": [-0.794, -0.342, -0.019, 0.112, 0.697, -1.261, -0.486, -0.156, 0.206, 0.251, 0.373, 0.216, 0.403, 0.385, 0.206, 0.207]}



# 15
{"formula": "C6H8ClNO", "method": "wB97M-V/def2-TZVPD", "e_above_lowest_ev": 3.226, "e_homo_ev": -9.4, "homo_lumo_gap_ev": 9.97, "multiplicity": 1, "smiles": "C=C[C@@H]1C[C@]1(C=O)NCl", "total_charge": 0, "energy_ev": -22407.749, "symbols": ["C", "C", "C", "C", "C", "C", "N", "O", "Cl", "H", "H", "H", "H", "H", "H", "H", "H"], "coordinates": [[-2.546, 1.125, -0.810], [-1.288, 0.865, -0.541], [1.454, -1.825, -0.026], [0.215, -0.025, 1.409], [-0.645, -0.259, 0.212], [0.826, -0.320, 0.092], [1.476, 0.660, -0.640], [2.378, -2.148, -0.764], [2.552, 1.716, 0.271], [-2.911, 1.860, -1.462], [-3.364, 0.401, -0.514], [-0.515, 1.254, -1.090], [0.920, -2.415, 0.730], [0.433, 0.933, 1.873], [0.126, -0.773, 2.280], [-1.230, -1.137, 0.111], [2.119, 0.089, -1.130]], "mulliken_charge": [-0.827, -0.381, -0.059, -0.948, -0.151, 0.790, -0.413, -0.514, -0.146, 0.313, 0.190, 0.480, 0.319, 0.242, 0.216, 0.451, 0.436]}